# 1
{"formula": "CH3O5PS", "method": "ωB97M-V/def2-TZVPD", "species": ["C", "O", "O", "O", "O", "O", "P", "S", "H", "H", "H"], "coordinates": [[-2.448, -0.564, -0.279], [1.553, -0.328, -0.107], [2.813, 1.815, -0.964], [2.610, 1.411, 1.515], [-0.065, -2.331, -0.277], [-3.209, 0.403, -0.541], [2.016, 1.284, 0.147], [0.156, -1.074, 0.496], [0.639, 1.625, 0.204], [-1.765, -1.153, -0.917], [-2.300, -1.087, 0.724]], "forces_ev_per_angstrom": [[0.0746, 0.7540, 0.5733], [0.8761, 0.2671, -0.5857], [0.2477, 0.3543, -1.6630], [-0.2090, 0.0515, 0.2624], [-0.1538, -1.3099, -1.1700], [1.4816, -2.2678, 0.5767], [-1.3247, -2.0191, 1.9518], [0.4245, 1.7457, 1.6116], [0.2205, 0.9582, -0.2599], [-0.5772, 0.5531, -0.9877], [-1.0604, 0.9128, -0.3095]], "homo_energy_ha": [0.0421, 0.0420], "orbital_gap_ev": [5.20, 5.20], "total_energy_ha": -1155.663100, "fmax_ev_per_a": 3.10, "e_lumo_ev": [6.343, 6.343], "total_charge": -2, "relative_energy_ev": 0.1324}

***

# 2
{"formula": "C3H7O2P", "method": "ωB97M-V/def2-TZVPD", "species": ["C", "C", "C", "O", "O", "P", "H", "H", "H", "H", "H", "H", "H"], "coordinates": [[-1.081, 1.250, 0.249], [0.447, -0.776, 0.933], [-1.244, 1.724, -1.193], [-0.348, 0.108, 0.260], [2.434, -2.214, 0.025], [0.776, -2.270, -0.027], [-1.269, 1.774, 1.134], [0.610, -0.563, 2.089], [-0.352, 1.968, -1.678], [-1.972, 2.603, -1.174], [-1.678, 0.910, -1.855], [2.723, -1.304, 0.206], [0.956, -3.211, 1.029]], "forces_ev_per_angstrom": [[2.0509, -2.6180, -2.3313], [-1.2352, 1.4850, 2.2849], [-3.4637, -0.3666, 1.2159], [-0.2484, 0.3215, -0.2736], [1.2707, 0.8863, -0.6897], [0.4477, 0.0463, 0.8843], [-0.1123, 0.7214, 1.2000], [-0.3927, -0.5034, -2.4926], [1.6833, 0.7500, -0.4243], [1.0621, -1.0703, -0.3141], [0.2014, 0.8136, 0.9922], [0.0129, -0.4446, -0.2259], [-1.2766, -0.0213, 0.1743]], "homo_energy_ha": [-0.2890, -0.2949], "orbital_gap_ev": [7.63, 8.36], "total_energy_ha": -610.178621, "fmax_ev_per_a": 4.06, "e_lumo_ev": [-0.237, 0.336], "relative_energy_ev": 4.8812}

***

# 3
{"formula": "C6H9O4Rh", "method": "ωB97M-V/def2-TZVPD", "species": ["O", "Rh", "O", "C", "O", "C", "C", "H", "H", "H", "H", "H", "C", "C", "H", "H", "H", "O", "C", "H"], "coordinates": [[-0.607, 1.406, -1.077], [-1.882, 0.469, 0.127], [-2.667, 1.993, -0.848], [-1.611, 2.291, -1.496], [-1.377, 3.163, -2.298], [0.720, 1.481, -1.618], [1.553, 0.405, -0.966], [0.653, 1.341, -2.705], [1.116, 2.484, -1.414], [1.130, -0.592, -1.156], [2.568, 0.432, -1.381], [1.624, 0.565, 0.119], [-0.267, -1.406, 2.026], [-1.187, -1.352, 0.982], [-0.068, -0.541, 2.669], [-1.491, -1.624, 2.289], [-1.387, -2.340, 0.538], [1.931, -2.176, 2.281], [0.780, -2.494, 2.133], [0.471, -3.505, 1.795]], "forces_ev_per_angstrom": [[0.5675, -0.0901, -0.2998], [-1.5959, -1.1999, 1.4028], [-1.1246, -0.7600, 1.0141], [1.4319, 3.8809, -3.4126], [-0.5005, -1.8416, 1.5315], [1.3077, 0.2338, -0.6208], [-0.0189, -0.1118, 0.1182], [-0.0910, 0.0873, 0.3011], [-0.2127, -0.2354, -0.0680], [0.1185, 0.1375, -0.0957], [-0.2589, -0.0415, 0.1263], [0.0739, 0.0620, -0.1564], [-1.3655, 1.6907, 0.5735], [0.4738, -0.6420, -0.1078], [0.2353, -0.1457, -0.1766], [0.3987, -0.1274, 0.5208], [0.1062, 0.3377, -0.4724], [-1.5207, -0.6327, 0.1233], [1.7187, -0.2610, -0.7169], [0.2566, -0.3406, 0.4155]], "homo_energy_ha": [-0.6481, -0.6603], "orbital_gap_ev": [6.42, 3.34], "multiplicity": 5, "total_energy_ha": -644.516754, "s_squared": 6.021, "fmax_ev_per_a": 5.36, "e_lumo_ev": [-11.220, -14.625], "total_charge": 2}

***

# 4
{"formula": "C20H10BrF2IN4OTa", "method": "ωB97M-V/def2-TZVPD", "species": ["Ta", "F", "C", "C", "C", "C", "C", "F", "C", "C", "C", "C", "C", "C", "N", "H", "H", "H", "H", "H", "H", "Br", "C", "C", "C", "C", "C", "C", "I", "H", "H", "H", "H", "O", "N", "C", "C", "N", "C", "N"], "coordinates": [[0.581, 0.093, 0.361], [2.981, 4.797, -0.533], [2.492, 3.676, -0.954], [1.444, 3.092, -0.233], [1.108, 1.826, -0.633], [1.675, 1.024, -1.719], [2.605, 1.786, -2.467], [3.161, 1.229, -3.525], [3.000, 3.080, -2.091], [1.201, -0.292, -2.240], [1.255, -0.653, -3.552], [0.920, -1.974, -3.923], [0.391, -2.838, -2.945], [0.250, -2.355, -1.658], [0.743, -1.156, -1.288], [0.930, 3.557, 0.616], [3.763, 3.566, -2.720], [1.560, 0.101, -4.266], [1.031, -2.273, -4.939], [0.001, -3.828, -3.263], [-0.171, -2.978, -0.857], [-0.848, -1.913, 1.659], [-2.634, -1.400, 1.557], [-3.420, -2.209, 2.380], [-4.752, -1.891, 2.505], [-5.209, -0.778, 1.829], [-4.372, 0.005, 1.052], [-3.054, -0.274, 0.907], [-1.959, 0.904, -0.329], [-3.087, -3.116, 2.831], [-5.435, -2.578, 2.972], [-6.279, -0.494, 1.922], [-4.773, 0.874, 0.480], [1.963, -0.547, 1.389], [2.718, -0.534, 2.553], [2.351, 0.288, 3.434], [1.277, 1.095, 2.968], [0.488, 1.566, 2.264], [2.876, 0.592, 4.706], [3.225, 0.930, 5.749]], "forces_ev_per_angstrom": [[0.1527, 0.2861, -1.1551], [0.2623, 0.6134, -0.0249], [-0.7754, -0.0858, 0.2336], [0.2809, -0.0022, -0.3561], [-0.9860, -2.0493, 0.4938], [0.1455, 1.8074, -0.1958], [0.2278, 0.2744, 1.0164], [0.1579, 0.4140, -0.0252], [0.6739, -0.9061, -1.1695], [0.1979, 0.1843, 0.8486], [-0.0384, -0.5645, -0.9145], [-0.2371, 0.8275, 1.3993], [-0.3438, 0.0612, -0.8125], [0.1990, -1.3059, 0.3579], [-0.6382, 0.0714, -0.3933], [0.5294, -0.0269, -0.3351], [-0.3688, -0.1100, 0.4967], [-0.0327, -0.4558, -0.1634], [-0.0014, -0.2699, -0.5950], [0.4309, 0.7195, 0.5900], [0.1703, 0.3550, -0.5043], [1.6070, 0.3578, -0.3434], [0.1015, -1.1471, 1.3961], [-0.3804, 0.5506, -0.8414], [-0.1355, 0.0130, -0.7973], [-1.5989, 0.6410, 0.3050], [-1.8421, 1.7914, -0.9085], [-0.2855, -1.0186, 0.5038], [0.0727, 0.7240, -0.3253], [0.6598, -0.3291, 0.2586], [-0.1131, 0.0897, 0.4769], [0.8855, -0.2101, -0.2368], [-0.0039, -0.7510, 0.7121], [1.5722, 0.1942, 2.1129], [1.1889, -2.2398, -1.4370], [-1.1350, 1.5001, 0.1608], [-1.4337, 1.1139, -0.4821], [0.0631, -0.6237, 0.1607], [0.9028, -0.3834, 0.8364], [-0.1321, -0.1107, -0.3431]], "homo_energy_ha": -0.6871, "orbital_gap_ev": 6.75, "total_energy_ha": -4189.652063, "fmax_ev_per_a": 2.91, "e_lumo_ev": -11.949, "total_charge": 3}

***

# 5
{"formula": "C12H6MnN4Se4Te", "method": "ωB97M-V/def2-TZVPD", "species": ["Mn", "Se", "Se", "Te", "Se", "Se", "N", "C", "C", "C", "C", "C", "N", "C", "C", "N", "C", "C", "C", "C", "C", "N", "H", "H", "H", "H", "H", "H"], "coordinates": [[1.788, -1.669, 0.068], [3.546, -2.891, -0.484], [5.136, -3.497, 1.069], [4.386, -2.153, 3.074], [1.972, -1.782, 2.435], [-3.867, 3.287, -0.577], [-3.792, 1.542, -0.494], [-2.538, 1.149, -0.405], [-2.108, -0.218, -0.329], [-2.944, -1.340, -0.419], [-2.373, -2.591, -0.304], [-1.004, -2.718, -0.067], [-0.192, -1.672, -0.008], [-0.729, -0.437, -0.152], [0.218, 0.639, -0.136], [1.511, 0.264, 0.012], [2.447, 1.211, -0.008], [2.149, 2.553, -0.225], [0.831, 2.949, -0.369], [-0.175, 1.978, -0.303], [-1.584, 2.230, -0.401], [-2.130, 3.426, -0.491], [-4.006, -1.207, -0.565], [-2.971, -3.483, -0.368], [-0.562, -3.699, 0.085], [3.469, 0.880, 0.157], [2.959, 3.267, -0.261], [0.563, 3.983, -0.533]], "forces_ev_per_angstrom": [[-0.7571, 0.1724, 1.9948], [1.5355, -0.8403, -0.6065], [-0.7343, 1.0308, 0.6782], [-1.0627, -0.7617, -1.1046], [1.3420, -0.0148, -0.3455], [0.1083, -0.1933, 0.0006], [-0.2403, -1.2556, 0.0226], [-0.5407, 1.2724, -0.1526], [0.7615, -0.6612, 0.1783], [0.3498, 0.0313, 0.0961], [0.0656, 0.0757, 0.1152], [-0.2751, -0.4613, -0.0145], [-0.3138, 0.3063, -0.1401], [-0.9529, -0.1681, -0.1244], [0.0647, 0.8282, -0.0869], [-0.1084, 0.5369, -0.4878], [0.2385, 0.0512, -0.0310], [-0.1064, -0.0516, 0.1388], [0.1114, -0.2580, 0.0445], [0.8185, -0.6115, 0.1412], [-1.3323, 0.4022, -0.1460], [1.3020, 0.4099, 0.0641], [-0.0492, -0.0005, -0.0356], [-0.1004, -0.1275, 0.0062], [-0.0018, 0.1094, -0.0748], [-0.0938, 0.0559, -0.1431], [-0.0151, 0.0351, 0.0033], [-0.0134, 0.0878, 0.0097]], "homo_energy_ha": [-0.5382, -0.5383], "orbital_gap_ev": [4.63, 4.69], "multiplicity": 2, "total_energy_ha": -11704.084387, "s_squared": 0.964, "fmax_ev_per_a": 2.14, "e_lumo_ev": [-10.011, -9.960], "total_charge": 2}

***

> What is the formula in the fifth record?

C12H6MnN4Se4Te

***

> Which formula does entry 1 have?

CH3O5PS

***

> Number 5 is which compound?

C12H6MnN4Se4Te

***

Copy entry 2 word for word.
{"formula": "C3H7O2P", "method": "ωB97M-V/def2-TZVPD", "species": ["C", "C", "C", "O", "O", "P", "H", "H", "H", "H", "H", "H", "H"], "coordinates": [[-1.081, 1.250, 0.249], [0.447, -0.776, 0.933], [-1.244, 1.724, -1.193], [-0.348, 0.108, 0.260], [2.434, -2.214, 0.025], [0.776, -2.270, -0.027], [-1.269, 1.774, 1.134], [0.610, -0.563, 2.089], [-0.352, 1.968, -1.678], [-1.972, 2.603, -1.174], [-1.678, 0.910, -1.855], [2.723, -1.304, 0.206], [0.956, -3.211, 1.029]], "forces_ev_per_angstrom": [[2.0509, -2.6180, -2.3313], [-1.2352, 1.4850, 2.2849], [-3.4637, -0.3666, 1.2159], [-0.2484, 0.3215, -0.2736], [1.2707, 0.8863, -0.6897], [0.4477, 0.0463, 0.8843], [-0.1123, 0.7214, 1.2000], [-0.3927, -0.5034, -2.4926], [1.6833, 0.7500, -0.4243], [1.0621, -1.0703, -0.3141], [0.2014, 0.8136, 0.9922], [0.0129, -0.4446, -0.2259], [-1.2766, -0.0213, 0.1743]], "homo_energy_ha": [-0.2890, -0.2949], "orbital_gap_ev": [7.63, 8.36], "total_energy_ha": -610.178621, "fmax_ev_per_a": 4.06, "e_lumo_ev": [-0.237, 0.336], "relative_energy_ev": 4.8812}